{"formula": "C6H14NO", "method": "ωB97M-V/def2-TZVPD", "symbols": ["C", "C", "C", "C", "O", "C", "C", "N", "H", "H", "H", "H", "H", "H", "H", "H", "H", "H", "H", "H", "H", "H"], "xyz": [[4.475, -0.840, 0.186], [3.275, 0.136, 0.409], [1.984, -0.207, -0.166], [-1.704, 0.438, 0.644], [-2.575, 1.609, 0.548], [-0.520, 0.440, -0.320], [0.809, 0.467, 0.117], [-5.703, -0.605, -0.947], [5.331, -0.664, 0.953], [4.585, -1.123, -0.928], [3.576, 1.219, 0.132], [3.050, 0.287, 1.525], [1.956, -0.799, -1.094], [-6.148, -0.036, -1.623], [-2.380, -0.374, 0.625], [-1.237, 0.446, 1.741], [-2.397, 2.281, -0.106], [-0.740, -0.134, -1.223], [0.951, 1.210, 1.094], [4.042, -1.728, 0.642], [-4.704, -0.475, -1.129], [-5.925, -1.548, -1.080]], "forces_ev_per_angstrom": [[-1.2, -0.6, 0.9], [1.7, 2.4, 1.9], [-1.8, 0.4, -2.7], [2.1, 3.4, 2.1], [-0.4, -0.8, 0.8], [-0.6, -2.2, -0.2], [0.7, 2.2, 3.8], [1.6, 1.3, 0.8], [-0.9, 0.2, -2.3], [0.7, 0.9, 1.9], [-0.5, -1.5, 0.0], [0.7, -0.4, -1.2], [0.1, -0.2, 0.5], [-0.8, 0.4, -0.7], [-0.3, -1.2, -0.6], [-1.0, 0.1, -2.1], [0.8, -0.3, -0.4], [0.2, 0.3, -0.2], [-0.5, -1.9, -2.2], [0.2, -0.7, -0.2], [-0.4, -0.2, 0.3], [-0.4, -1.5, -0.4]], "nbo_charge": [-0.63, -0.46, -0.14, -0.09, -0.75, -0.18, -0.23, -1.06, 0.23, 0.22, 0.22, 0.22, 0.19, 0.35, 0.19, 0.16, 0.48, 0.18, 0.17, 0.21, 0.35, 0.35], "e_homo_ev": [-7.920, -9.863], "charge": 0, "s2": 0.791, "total_energy_ha": -366.86038, "e_lumo_ev": [1.0, -0.7], "multiplicity": 2}

---

{"formula": "C41H32N2OP2RbSe4", "method": "ωB97M-V/def2-TZVPD", "symbols": ["Rb", "O", "C", "C", "C", "C", "C", "C", "C", "P", "C", "C", "C", "C", "C", "C", "C", "C", "C", "C", "C", "C", "H", "H", "H", "H", "H", "H", "H", "H", "H", "H", "H", "H", "H", "H", "Se", "P", "Se", "C", "C", "C", "C", "C", "C", "C", "C", "C", "C", "C", "C", "H", "H", "H", "H", "H", "H", "H", "H", "H", "H", "Se", "Se", "C", "C", "C", "C", "C", "N", "C", "C", "C", "C", "C", "N", "H", "H", "H", "H", "H", "H", "H", "H"], "xyz": [[0.189, 0.596, -0.440], [0.426, 1.401, 2.383], [1.279, 0.473, 2.234], [2.293, 0.351, 3.401], [1.964, 0.392, 4.743], [2.966, 0.376, 5.712], [4.311, 0.497, 5.297], [4.602, 0.439, 3.929], [3.634, 0.344, 2.942], [3.834, 0.408, 1.068], [3.762, -1.348, 0.513], [3.912, -2.455, 1.364], [3.818, -3.740, 0.883], [3.469, -3.958, -0.445], [3.275, -2.887, -1.318], [3.455, -1.588, -0.826], [5.624, 0.829, 1.035], [6.750, 0.007, 1.283], [8.030, 0.533, 1.445], [8.152, 1.919, 1.337], [7.105, 2.736, 0.938], [5.813, 2.201, 0.820], [0.896, 0.496, 5.051], [2.762, 0.344, 6.774], [5.128, 0.571, 6.005], [5.654, 0.432, 3.626], [4.161, -2.301, 2.426], [3.913, -4.578, 1.562], [3.238, -4.910, -0.915], [2.979, -3.082, -2.326], [3.236, -0.760, -1.496], [6.563, -1.027, 1.501], [8.904, -0.085, 1.656], [9.130, 2.307, 1.538], [7.339, 3.783, 0.925], [4.953, 2.822, 0.645], [-0.580, -0.071, -3.771], [-2.489, -0.105, -2.650], [-2.673, 1.222, 2.771], [-3.508, 1.213, -3.440], [-4.499, 1.911, -2.753], [-5.222, 2.941, -3.356], [-5.041, 3.157, -4.756], [-4.086, 2.445, -5.433], [-3.348, 1.466, -4.773], [-3.479, -1.582, -3.160], [-4.771, -1.777, -2.599], [-5.518, -2.938, -2.811], [-4.943, -3.941, -3.571], [-3.696, -3.827, -4.103], [-2.955, -2.638, -3.927], [-4.517, 1.723, -1.652], [-5.917, 3.526, -2.765], [-5.558, 3.982, -5.229], [-3.886, 2.646, -6.503], [-2.550, 1.020, -5.394], [-5.272, -1.013, -1.976], [-6.494, -3.020, -2.339], [-5.464, -4.887, -3.669], [-3.338, -4.623, -4.792], [-1.998, -2.568, -4.342], [-4.160, -0.015, 1.276], [-3.952, 2.067, 4.458], [-2.612, 2.757, 1.501], [-3.394, 3.865, 1.822], [-3.452, 4.825, 0.837], [-2.672, 4.716, -0.319], [-2.005, 3.511, -0.543], [-1.976, 2.515, 0.370], [-2.909, -1.473, 1.116], [-3.393, -2.747, 1.074], [-2.483, -3.772, 1.069], [-1.158, -3.464, 1.058], [-0.761, -2.141, 1.035], [-1.642, -1.174, 1.085], [-3.881, 3.977, 2.778], [-3.969, 5.763, 1.125], [-2.646, 5.557, -1.009], [-1.450, 3.336, -1.463], [-4.413, -3.018, 1.118], [-2.758, -4.806, 1.028], [-0.337, -4.214, 1.167], [0.308, -1.872, 1.137]], "forces_ev_per_angstrom": [[0.0, 0.1, -0.1], [1.2, -1.4, -0.1], [-0.9, 1.0, 0.7], [-0.1, 0.7, -1.3], [-0.7, 0.0, 0.6], [1.2, 0.5, -0.4], [-1.1, -0.7, -0.4], [1.2, 0.0, -0.2], [-1.2, -0.3, 0.5], [-0.1, -0.1, 0.6], [0.0, -0.3, 0.3], [0.7, 0.8, 0.5], [-0.5, -0.6, -0.2], [-0.4, 0.3, -1.1], [0.6, 0.4, 1.5], [-0.5, -0.2, -0.4], [0.7, 0.2, -0.2], [-0.5, 0.4, 0.3], [-0.9, 0.4, -0.3], [0.4, -0.8, -0.5], [-0.1, -0.5, 1.0], [1.2, -0.4, 0.2], [0.9, -0.3, -0.4], [-0.2, 0.1, 0.0], [-0.1, -0.1, 0.0], [-0.2, 0.2, 0.2], [-0.2, 0.0, -0.6], [0.1, 0.0, 0.0], [0.4, -0.3, 0.7], [-0.1, 0.1, -0.5], [0.2, 0.1, 0.1], [0.0, -0.5, -0.2], [-0.4, 0.1, 0.1], [0.3, 0.6, -0.1], [-0.4, 0.5, -0.3], [-0.2, 0.2, -0.2], [-0.1, -0.2, 0.1], [0.2, 0.1, 0.5], [-0.4, 0.2, -0.3], [-0.4, -0.7, -0.2], [0.6, 0.4, 1.4], [0.2, -0.7, -1.1], [-0.4, 0.7, 1.8], [0.1, -0.2, -0.7], [0.8, 0.6, -2.0], [-0.5, -0.9, 0.0], [-0.4, 0.3, 0.1], [0.9, 1.0, 0.2], [-1.2, -1.2, 0.5], [1.2, 0.6, -1.2], [-1.8, -0.3, 0.9], [-0.4, 0.3, -0.9], [0.0, 0.0, -0.2], [-0.2, -0.1, -0.1], [-0.2, -0.1, 0.7], [-0.4, -0.2, 0.8], [0.7, -0.1, -0.4], [0.1, -0.2, -0.2], [-0.1, 0.0, -0.2], [0.0, 0.6, 0.8], [1.4, 0.3, -0.6], [0.3, 0.3, 0.4], [0.2, -0.4, -0.2], [-0.7, -0.6, 0.4], [0.8, -0.5, -0.8], [0.5, 1.5, 0.5], [-0.6, -0.3, 0.2], [0.1, 0.1, 0.4], [-0.3, 1.0, -0.1], [-1.0, 0.9, -0.1], [-0.1, -1.0, 0.1], [0.3, -0.5, -0.5], [2.5, -0.8, 0.3], [0.9, -0.6, 0.8], [0.5, 1.3, -0.2], [0.0, -0.2, 0.0], [0.2, -0.6, -0.7], [0.1, -0.4, -0.1], [-0.1, 0.0, 0.1], [-1.0, 0.3, 0.0], [-0.5, -0.4, 0.2], [-1.0, 0.4, -0.4], [-0.6, 0.0, -0.3]], "mulliken_charge": [1.00, -0.64, -0.10, 0.11, -0.65, -0.46, -0.92, 0.06, 0.13, 0.31, 0.36, 0.10, -0.78, -0.36, -0.71, -0.52, 0.12, -0.12, -0.64, -0.30, -0.75, -0.38, 0.37, 0.37, 0.40, 0.27, 0.34, 0.36, 0.33, 0.48, 0.43, 0.41, 0.38, 0.36, 0.34, 0.39, -0.75, 0.15, 0.22, 0.21, 0.08, -0.59, -0.46, -0.52, -0.40, 0.24, -0.20, -0.79, -0.26, -0.65, -0.35, 0.21, 0.41, 0.34, 0.34, 0.23, 0.28, 0.39, 0.32, 0.31, 0.43, 0.02, -0.54, 0.29, -0.31, -0.43, -0.64, -0.46, 0.53, 0.12, -0.78, -0.44, -0.71, -0.01, 0.30, 0.21, 0.34, 0.41, 0.31, 0.50, 0.42, 0.38, 0.21], "e_homo_ev": -3.646, "charge": -1, "total_energy_ha": -12078.85170, "e_lumo_ev": 1.4}

---

{"formula": "C31H30N3O13S", "method": "ωB97M-V/def2-TZVPD", "symbols": ["O", "C", "C", "C", "C", "C", "C", "C", "N", "C", "C", "C", "N", "C", "C", "N", "S", "C", "H", "H", "H", "H", "H", "H", "H", "H", "H", "H", "H", "H", "H", "H", "H", "H", "H", "H", "C", "C", "C", "O", "C", "C", "C", "O", "O", "O", "H", "H", "H", "H", "C", "C", "C", "O", "C", "C", "C", "O", "O", "O", "H", "H", "H", "H", "C", "C", "C", "O", "C", "C", "C", "O", "O", "O", "H", "H", "H", "H"], "xyz": [[-5.818, -2.593, -3.294], [-5.194, -2.204, -2.111], [-5.881, -1.539, -0.986], [-5.185, -1.125, 0.261], [-3.739, -1.400, 0.441], [-3.031, -2.067, -0.695], [-3.727, -2.459, -1.928], [-2.906, -3.119, -3.083], [-1.464, -2.759, -3.096], [-1.238, -1.297, -3.300], [-0.058, -0.858, -2.300], [-0.534, 0.147, -1.176], [-0.264, -0.290, 0.214], [-0.679, 0.396, 1.386], [-0.254, -0.296, 2.595], [0.438, -1.437, 2.093], [1.165, -2.649, 3.124], [0.391, -1.391, 0.715], [-6.240, -3.463, -3.161], [-6.969, -1.315, -1.104], [-5.726, -0.609, 1.092], [-3.208, -1.122, 1.390], [-1.928, -2.283, -0.640], [-3.388, -2.972, -4.102], [-2.953, -4.241, -2.907], [-1.098, -3.199, -3.952], [-0.863, -1.127, -4.358], [-2.158, -0.663, -3.191], [0.410, -1.804, -1.921], [0.736, -0.344, -2.918], [-0.037, 1.156, -1.313], [-1.638, 0.334, -1.278], [-1.238, 1.367, 1.514], [-0.418, -0.028, 3.666], [1.030, -3.826, 2.417], [0.848, -2.211, 0.101], [-3.459, 4.515, 2.645], [-4.211, 5.574, 2.321], [-5.179, 5.523, 1.183], [-5.856, 6.500, 0.933], [-5.263, 4.284, 0.409], [-4.509, 3.230, 0.732], [-3.562, 3.273, 1.887], [-2.900, 2.279, 2.162], [-4.573, 2.078, 0.026], [-4.129, 6.727, 3.005], [-2.756, 4.537, 3.467], [-5.954, 4.265, -0.423], [-3.940, 1.469, 0.454], [-4.770, 7.330, 2.579], [4.374, 1.179, 4.282], [3.807, 0.676, 3.185], [3.881, 1.383, 1.873], [3.361, 0.872, 0.892], [4.572, 2.666, 1.820], [5.140, 3.176, 2.919], [5.090, 2.456, 4.229], [5.633, 2.943, 5.200], [5.780, 4.358, 2.895], [3.137, -0.500, 3.204], [4.329, 0.674, 5.238], [4.602, 3.175, 0.867], [6.100, 4.502, 3.807], [2.833, -0.632, 2.287], [6.407, -2.445, -1.724], [6.241, -3.166, -2.839], [4.908, -3.275, -3.505], [4.801, -3.924, -4.527], [3.772, -2.588, -2.886], [3.938, -1.872, -1.772], [5.277, -1.741, -1.120], [5.388, -1.064, -0.114], [2.899, -1.232, -1.182], [7.267, -3.823, -3.410], [7.366, -2.356, -1.233], [2.809, -2.689, -3.368], [3.273, -0.782, -0.397], [6.892, -4.263, -4.197]], "forces_ev_per_angstrom": [[0.2, 0.0, 1.2], [2.1, 0.6, 3.2], [1.6, -0.2, -0.1], [1.8, -1.3, -1.6], [-1.5, -0.8, -2.8], [-2.1, 0.6, 0.2], [-0.7, 1.0, 0.7], [-0.8, -1.1, 0.1], [-1.0, 0.6, -0.8], [1.3, 0.2, -0.1], [-0.2, 0.5, -0.8], [0.1, 0.5, -1.1], [0.5, -1.0, 4.2], [0.6, -0.3, 3.0], [-0.5, 0.6, -3.9], [-1.4, 1.1, -1.7], [0.2, -0.4, -0.1], [0.4, -0.5, -0.4], [0.2, 0.6, -0.1], [1.1, -0.2, 0.2], [0.3, -0.6, -1.0], [-0.6, -0.3, -1.1], [-1.4, 0.2, 0.0], [0.3, 0.2, 1.3], [0.1, 1.2, -0.2], [-0.1, 0.0, 0.8], [-0.5, -0.1, 1.2], [0.8, -0.7, 0.1], [-0.6, 1.0, -0.2], [-0.8, -0.5, 0.9], [-0.4, -1.2, 0.3], [1.0, -0.4, 0.4], [0.7, -1.3, -1.0], [0.3, -0.5, -1.3], [-0.5, 1.0, 0.0], [-0.6, 1.2, 0.7], [0.2, -0.5, -0.1], [0.5, 0.6, 0.9], [-0.4, -0.2, -0.6], [0.3, 0.1, 0.3], [0.0, 0.2, 0.1], [-0.4, -0.4, -0.7], [0.2, 0.6, 0.6], [-0.2, -0.1, -0.3], [0.5, 0.5, 0.7], [-0.4, -0.6, -0.8], [0.0, 0.0, 0.0], [0.0, 0.0, 0.0], [-0.2, -0.1, -0.1], [0.1, 0.1, 0.1], [0.1, 0.1, 0.1], [-0.1, -0.6, 0.6], [0.3, 0.6, -0.3], [-0.4, -0.3, 0.1], [-0.3, -0.4, -0.2], [0.3, 0.9, -0.6], [-0.1, -0.4, 0.5], [0.0, 0.2, -0.3], [-0.3, -0.9, 0.6], [0.3, 0.8, -0.5], [0.0, 0.0, 0.0], [0.0, 0.0, 0.0], [0.1, 0.1, -0.1], [0.2, 0.0, 0.1], [-0.2, 0.2, 0.2], [1.0, -0.2, 0.1], [-0.5, 0.0, -0.2], [0.3, 0.0, 0.2], [0.0, -0.1, -0.1], [-0.9, 0.1, -0.2], [0.8, -0.1, 0.1], [-0.4, -0.1, 0.0], [0.9, -0.3, 0.2], [-1.0, 0.2, 0.0], [0.0, 0.0, 0.0], [0.0, 0.0, 0.0], [0.0, 0.3, 0.0], [0.2, 0.0, 0.0]], "mulliken_charge": [-0.53, 0.02, -0.55, -0.51, -0.63, 0.01, 0.28, -0.96, -0.36, -0.83, -0.14, -0.73, 0.84, -0.53, -0.39, 0.15, -0.07, -0.69, 0.36, 0.37, 0.40, 0.48, 0.51, 0.35, 0.36, 0.30, 0.41, 0.35, 0.04, 0.33, 0.46, 0.35, 0.53, 0.43, 0.20, 0.41, -1.10, 0.37, 0.96, -0.57, -0.73, 0.16, 1.06, -0.64, -0.46, -0.55, 0.43, 0.47, 0.17, 0.35, -0.76, 0.32, 0.75, -0.35, -1.12, 0.35, 0.90, -0.57, -0.56, -0.54, 0.47, 0.47, 0.36, 0.21, -0.99, 0.28, 0.75, -0.58, -0.56, 0.28, 0.79, -0.50, -0.25, -0.55, 0.45, 0.56, 0.11, 0.35], "e_homo_ev": -11.173, "charge": 1, "total_energy_ha": -2739.49923, "e_lumo_ev": -3.8}

---

{"formula": "C5H4O7Rb", "method": "ωB97M-V/def2-TZVPD", "symbols": ["O", "C", "O", "O", "O", "C", "Rb", "O", "C", "C", "O", "C", "H", "H", "H", "H", "O"], "xyz": [[0.339, -1.125, 0.015], [0.071, -1.320, 1.239], [-0.952, -1.855, 1.685], [2.294, -0.492, 1.686], [1.168, -1.317, 3.427], [1.279, -1.013, 2.234], [2.642, 0.269, -1.112], [1.077, 3.455, -1.862], [-0.203, 3.559, -2.512], [-0.845, 4.734, -1.777], [0.280, 5.375, -1.154], [1.326, 4.561, -1.130], [-0.030, 3.758, -3.576], [-0.733, 2.612, -2.385], [-1.540, 4.416, -0.992], [-1.331, 5.450, -2.445], [2.386, 4.795, -0.627]], "forces_ev_per_angstrom": [[0.1, 0.7, -1.0], [0.2, -1.0, 0.2], [-0.1, 0.4, 0.0], [0.8, 0.5, -0.6], [-0.1, 0.0, 0.0], [-0.2, 0.1, 0.2], [-0.8, -0.6, 1.3], [-0.2, -0.5, -0.2], [0.2, -0.1, 0.1], [-0.1, 0.0, 0.1], [-0.8, 0.6, 0.1], [1.4, -0.1, -0.3], [-0.1, 0.0, 0.2], [0.1, 0.2, 0.0], [0.1, 0.0, -0.2], [0.1, -0.1, 0.2], [-0.7, -0.1, -0.1]], "mulliken_charge": [-0.69, 0.41, -0.71, -0.69, -0.71, 0.46, 0.89, -0.30, -0.28, -0.29, -0.34, 0.68, 0.24, 0.32, 0.27, 0.26, -0.53], "e_homo_ev": -2.727, "charge": -1, "total_energy_ha": -743.78120, "e_lumo_ev": 1.4}